C27H35BaN4O6Sb as an isolated structure at a distorted geometry. Source: OMol25; level of theory: ωB97M-V/def2-TZVPD.

Calculated values
Kohn-Sham gap (spin up / spin down) ... 3.3 / 3.4 eV
Lowest unoccupied orbital energy (spin up / spin down) ... -2.0 / -2.0 eV
Multiplicity ... 1

Cartesian coordinates (Å):
O1 -0.131 -1.673 -5.909
H1 -1.119 -1.696 -5.869
Ba1 0.342 0.520 -1.336
N1 1.189 -1.417 -2.750
N2 -0.920 -2.021 -1.409
N3 -0.234 2.637 -2.515
N4 -2.093 1.476 -0.935
O2 2.441 -1.253 -2.856
O3 1.146 3.037 -2.680
O4 -3.011 0.970 0.056
O5 -2.137 -2.202 -1.133
C1 -0.401 -3.028 -2.208
C2 0.769 -2.699 -2.895
C3 -0.725 3.316 -1.467
C4 -1.770 2.744 -0.670
C5 1.635 -3.562 -3.719
H2 1.645 -3.049 -4.685
H3 1.195 -4.555 -3.801
H4 2.639 -3.596 -3.268
C6 -1.145 -4.308 -2.419
H5 -2.103 -4.032 -2.913
H6 -1.330 -4.779 -1.425
H7 -0.524 -4.957 -3.067
C7 -0.074 4.582 -1.124
C8 -2.430 3.546 0.391
H8 0.631 4.854 -1.908
H9 0.426 4.555 -0.149
H10 -0.897 5.294 -1.066
H11 -2.999 2.932 1.104
H12 -3.097 4.249 -0.137
H13 -1.669 4.118 0.933
H14 1.504 2.412 -3.332
H15 -3.085 0.027 -0.198
C9 -2.293 0.321 -3.831
H16 -2.092 0.027 -4.881
H17 -2.208 1.420 -3.584
H18 -2.979 -0.306 -3.200
O6 1.514 0.903 -5.689
H19 1.326 0.098 -6.214
H20 0.609 1.227 -5.497
C10 0.000 3.873 4.375
C11 0.863 3.873 3.265
C12 1.001 2.711 2.489
C13 0.283 1.566 2.868
C14 -0.576 1.557 3.969
C15 -0.725 2.725 4.725
Sb1 0.526 -0.282 1.844
C16 2.611 -0.713 1.948
C17 3.481 -0.756 0.848
C18 4.845 -0.978 1.109
C19 5.291 -1.146 2.433
C20 4.400 -1.061 3.514
C21 3.041 -0.826 3.271
C22 -1.097 -1.507 2.447
C23 -0.815 -2.867 2.597
C24 -1.862 -3.718 2.972
C25 -3.157 -3.200 3.130
C26 -3.436 -1.848 2.876
C27 -2.397 -0.987 2.491
H21 -0.100 4.774 4.979
H22 1.443 4.765 3.010
H23 1.689 2.687 1.636
H24 -1.102 0.643 4.249
H25 -1.390 2.716 5.592
H26 3.126 -0.626 -0.184
H27 5.549 -1.018 0.274
H28 6.346 -1.334 2.624
H29 4.741 -1.171 4.544
H30 2.332 -0.722 4.096
H31 0.196 -3.244 2.426
H32 -1.653 -4.774 3.141
H33 -3.962 -3.863 3.441
H34 -4.445 -1.447 2.987
H35 -2.594 0.064 2.270

The net atomic charges from Löwdin, expressed in e, are:
1. O -0.529
2. H -0.162
3. Ba 1.754
4. N -0.321
5. N -0.197
6. N -0.146
7. N -0.061
8. O -0.152
9. O -0.119
10. O -0.058
11. O -0.158
12. C -0.278
13. C -0.297
14. C -0.356
15. C -0.322
16. C -0.023
17. H 0.084
18. H 0.068
19. H 0.088
20. C -0.025
21. H 0.098
22. H 0.090
23. H 0.071
24. C -0.002
25. C 0.006
26. H 0.095
27. H 0.100
28. H 0.107
29. H 0.092
30. H 0.116
31. H 0.085
32. H 0.089
33. H 0.092
34. C 0.050
35. H -0.015
36. H -0.027
37. H 0.001
38. O -0.116
39. H 0.012
40. H 0.017
41. C -0.083
42. C -0.088
43. C -0.141
44. C -0.401
45. C -0.133
46. C -0.074
47. Sb 1.422
48. C -0.399
49. C -0.114
50. C -0.065
51. C -0.071
52. C -0.076
53. C -0.149
54. C -0.403
55. C -0.129
56. C -0.071
57. C -0.074
58. C -0.067
59. C -0.144
60. H 0.103
61. H 0.106
62. H 0.098
63. H 0.089
64. H 0.108
65. H 0.072
66. H 0.113
67. H 0.105
68. H 0.106
69. H 0.095
70. H 0.102
71. H 0.107
72. H 0.104
73. H 0.109
74. H 0.088

---

C51H39InN5O5S3 as an isolated structure at a distorted geometry. Source: OMol25; level of theory: ωB97M-V/def2-TZVPD.

Calculated values
Kohn-Sham gap (spin up / spin down) ... 5.3 / 5.3 eV
Lowest unoccupied orbital energy (spin up / spin down) ... 1.1 / 1.1 eV
Net charge ... -1
Multiplicity ... 1

Cartesian coordinates (Å):
In1 12.268 15.167 14.026
C1 19.972 14.513 20.577
O1 19.328 13.497 19.820
C2 18.351 13.887 18.932
C3 17.610 12.843 18.398
C4 16.573 13.113 17.505
C5 16.266 14.422 17.142
C6 17.006 15.451 17.729
C7 18.063 15.206 18.614
C8 15.175 14.750 16.189
C9 15.381 14.380 14.860
C10 16.583 13.695 14.372
C11 16.347 13.386 13.088
C12 15.019 13.898 12.745
N1 14.514 14.562 13.844
C13 14.403 13.833 11.510
C14 13.545 14.952 11.076
C15 13.710 15.610 9.797
C16 12.983 16.779 9.881
C17 12.344 16.792 11.167
C18 11.526 17.838 11.628
C19 11.095 18.864 10.618
C20 10.270 18.515 9.548
C21 9.892 19.442 8.608
C22 10.333 20.774 8.721
O2 9.866 21.571 7.713
C23 10.203 22.947 7.790
C24 11.153 21.155 9.761
C25 11.516 20.197 10.731
C26 11.138 18.079 12.935
N2 11.520 17.339 14.018
C27 10.923 17.858 15.116
C28 11.226 17.472 16.466
C29 10.464 18.168 17.545
C30 10.473 19.546 17.646
C31 9.753 20.223 18.649
C32 9.003 19.486 19.539
O3 8.253 20.015 20.562
C33 8.050 21.413 20.583
C34 8.984 18.094 19.450
C35 9.683 17.453 18.451
C36 12.218 16.587 16.863
C37 12.759 16.499 18.209
C38 13.912 15.809 18.119
C39 14.076 15.435 16.702
N3 13.003 15.858 16.008
C40 10.086 18.950 14.726
C41 10.201 19.088 13.386
N4 12.730 15.660 11.891
C42 14.704 12.715 10.581
C43 14.316 12.698 9.232
C44 14.619 11.651 8.362
C45 15.318 10.546 8.849
O4 15.504 9.534 7.965
C46 16.276 8.447 8.438
C47 15.705 10.539 10.173
C48 15.348 11.551 11.051
H1 20.657 14.016 21.262
H2 20.505 15.222 19.945
H3 19.228 15.093 21.167
H4 17.884 11.838 18.697
H5 15.969 12.315 17.136
H6 16.748 16.479 17.470
H7 18.638 16.059 18.997
H8 17.491 13.579 14.951
H9 16.983 12.946 12.345
H10 14.342 15.330 9.005
H11 12.984 17.555 9.136
H12 9.904 17.505 9.471
H13 9.268 19.192 7.750
H14 9.674 23.478 7.005
H15 9.876 23.376 8.740
H16 11.286 23.165 7.714
H17 11.516 22.167 9.829
H18 12.147 20.493 11.562
H19 11.072 20.125 16.940
H20 9.758 21.285 18.687
H21 7.362 21.617 21.397
H22 8.967 22.001 20.769
H23 7.608 21.728 19.638
H24 8.405 17.548 20.175
H25 9.628 16.380 18.362
H26 12.334 16.978 19.077
H27 14.597 15.580 18.929
H28 9.518 19.581 15.332
H29 9.666 19.769 12.719
H30 13.649 13.457 8.851
H31 14.256 11.655 7.330
H32 16.479 7.780 7.608
H33 17.242 8.796 8.847
H34 15.733 7.955 9.234
H35 16.172 9.686 10.599
H36 15.508 11.436 12.113
C49 7.722 15.652 15.600
O5 7.717 16.040 14.255
C50 8.686 15.588 13.423
S1 8.564 16.035 11.844
S2 9.829 14.464 14.121
H37 7.087 16.394 16.089
H38 8.716 15.702 16.002
H39 7.324 14.637 15.732
S3 13.260 10.335 13.950
C51 12.764 11.886 14.222
N5 12.405 12.959 14.428

Atomic partial charges in e from the Löwdin method, atoms 1 to 99:
1. In 0.650
2. C -0.096
3. O -0.102
4. C -0.292
5. C 0.005
6. C -0.008
7. C -0.222
8. C -0.029
9. C -0.018
10. C -0.083
11. C -0.214
12. C 0.021
13. C -0.011
14. C -0.232
15. N 0.060
16. C -0.021
17. C -0.202
18. C -0.019
19. C 0.004
20. C -0.213
21. C -0.081
22. C -0.198
23. C -0.029
24. C 0.008
25. C -0.289
26. O -0.089
27. C -0.098
28. C -0.018
29. C -0.011
30. C -0.262
31. N 0.058
32. C -0.229
33. C -0.058
34. C -0.206
35. C -0.026
36. C -0.008
37. C -0.284
38. O -0.094
39. C -0.098
40. C 0.004
41. C -0.027
42. C -0.227
43. C 0.011
44. C 0.016
45. C -0.210
46. N 0.057
47. C -0.014
48. C 0.005
49. N 0.069
50. C -0.138
51. C -0.021
52. C 0.006
53. C -0.297
54. O -0.081
55. C -0.089
56. C -0.017
57. C -0.031
58. H 0.086
59. H 0.082
60. H 0.100
61. H 0.118
62. H 0.121
63. H 0.126
64. H 0.107
65. H 0.112
66. H 0.107
67. H 0.086
68. H 0.110
69. H 0.104
70. H 0.122
71. H 0.084
72. H 0.088
73. H 0.096
74. H 0.095
75. H 0.122
76. H 0.125
77. H 0.092
78. H 0.085
79. H 0.094
80. H 0.093
81. H 0.115
82. H 0.122
83. H 0.111
84. H 0.111
85. H 0.086
86. H 0.122
87. H 0.094
88. H 0.120
89. H 0.087
90. H 0.097
91. H 0.090
92. H 0.094
93. H 0.078
94. C -0.158
95. O -0.243
96. C -1.242
97. S 0.634
98. S 0.630
99. H 0.094

---

C18H49MnO19S6 as an isolated structure at a distorted geometry. Source: OMol25; level of theory: ωB97M-V/def2-TZVPD.

Calculated values
Kohn-Sham gap (spin up / spin down) ... 7.2 / 2.8 eV
Lowest unoccupied orbital energy (spin up / spin down) ... -7.5 / -11.8 eV
Net charge ... +2
Multiplicity ... 7

Cartesian coordinates (Å):
Mn1 -6.935 12.018 -7.833
O1 -5.978 11.658 -9.541
H1 -6.013 12.141 -10.390
O2 -6.867 10.027 -7.192
S1 -6.519 8.787 -6.510
O3 -5.665 7.784 -7.096
O4 -5.853 9.361 -5.047
C1 -5.329 8.537 -4.084
C2 -4.462 9.197 -3.008
C3 -8.034 7.989 -5.750
H2 -4.910 7.617 -4.491
H3 -6.188 8.064 -3.608
H4 -5.011 9.999 -2.515
H5 -3.561 9.625 -3.446
H6 -4.289 8.383 -2.304
H7 -8.238 8.646 -4.905
H8 -7.910 7.005 -5.299
H9 -8.794 8.000 -6.531
O5 -4.758 14.371 -14.442
S2 -3.784 14.161 -13.421
O6 -2.355 13.880 -13.700
O7 -3.810 15.477 -12.397
C4 -3.448 16.758 -12.934
C5 -1.936 16.940 -13.184
C6 -4.401 12.840 -12.313
H10 -3.649 17.487 -12.149
H11 -4.104 17.091 -13.738
H12 -1.272 16.602 -12.388
H13 -1.738 17.938 -13.575
H14 -1.783 16.249 -14.013
H15 -3.773 12.667 -11.439
H16 -4.305 11.937 -12.916
H17 -5.422 13.090 -12.025
O8 -6.641 14.153 -7.467
S3 -6.108 15.407 -6.987
O9 -4.648 15.656 -6.829
O10 -6.598 16.656 -7.999
C7 -5.983 16.784 -9.269
C8 -6.630 15.844 -10.251
C9 -7.088 16.045 -5.533
H18 -4.894 16.766 -9.223
H19 -6.133 17.804 -9.623
H20 -6.257 15.978 -11.267
H21 -7.687 16.109 -10.226
H22 -6.639 14.780 -10.018
H23 -8.100 16.090 -5.935
H24 -6.823 17.024 -5.133
H25 -7.146 15.218 -4.826
O11 -3.005 11.347 -5.373
S4 -3.471 11.900 -6.616
O12 -4.895 12.219 -6.886
O13 -2.447 13.167 -7.156
C10 -1.412 13.631 -6.289
C11 -0.021 12.931 -6.462
C12 -2.911 10.505 -7.844
H26 -1.889 13.532 -5.314
H27 -1.303 14.702 -6.459
H28 -0.078 11.848 -6.358
H29 0.745 13.207 -5.737
H30 0.451 13.086 -7.432
H31 -3.177 9.544 -7.404
H32 -1.848 10.516 -8.084
H33 -3.466 10.581 -8.779
O14 -2.870 6.716 -10.802
S5 -3.544 7.843 -11.430
O15 -2.758 9.027 -11.854
O16 -4.546 7.310 -12.629
C13 -4.992 5.943 -12.623
C14 -6.047 5.758 -13.727
C15 -4.865 8.376 -10.368
H34 -5.484 5.836 -11.656
H35 -4.220 5.177 -12.694
H36 -6.861 6.479 -13.653
H37 -6.302 4.700 -13.658
H38 -5.448 5.958 -14.615
H39 -5.648 7.618 -10.351
H40 -5.321 9.318 -10.673
H41 -4.359 8.381 -9.402
O17 -8.524 13.692 -14.458
S6 -9.567 12.852 -13.892
O18 -10.874 12.671 -14.489
O19 -8.967 11.356 -13.635
C16 -7.672 11.266 -13.067
C17 -6.969 10.040 -13.720
C18 -9.866 13.237 -12.135
H42 -7.505 11.214 -11.992
H43 -7.009 12.096 -13.312
H44 -7.426 9.074 -13.502
H45 -5.917 10.002 -13.439
H46 -6.870 10.180 -14.796
H47 -10.564 14.071 -12.207
H48 -8.932 13.487 -11.632
H49 -10.505 12.413 -11.819

The net atomic charges from Löwdin, expressed in e, are:
1. Mn 1.137
2. O 0.051
3. H 0.043
4. O -0.380
5. S 0.761
6. O -0.234
7. O -0.261
8. C -0.327
9. C -0.022
10. C -0.045
11. H 0.128
12. H 0.112
13. H 0.088
14. H 0.068
15. H 0.097
16. H 0.075
17. H 0.093
18. H 0.076
19. O -0.251
20. S 0.678
21. O -0.282
22. O -0.292
23. C -0.269
24. C -0.058
25. C -0.112
26. H 0.107
27. H 0.125
28. H 0.088
29. H 0.089
30. H 0.059
31. H 0.071
32. H 0.074
33. H 0.029
34. O -0.390
35. S 0.769
36. O -0.262
37. O -0.246
38. C -0.263
39. C -0.062
40. C -0.049
41. H 0.124
42. H 0.141
43. H 0.085
44. H 0.092
45. H 0.039
46. H 0.072
47. H 0.097
48. H 0.073
49. O -0.256
50. S 0.779
51. O -0.396
52. O -0.257
53. C -0.241
54. C -0.039
55. C -0.033
56. H 0.107
57. H 0.128
58. H 0.067
59. H 0.086
60. H 0.081
61. H 0.062
62. H 0.081
63. H 0.033
64. O -0.267
65. S 0.665
66. O -0.300
67. O -0.289
68. C -0.272
69. C -0.041
70. C -0.138
71. H 0.101
72. H 0.129
73. H 0.071
74. H 0.091
75. H 0.087
76. H 0.071
77. H 0.047
78. H 0.040
79. O -0.269
80. S 0.659
81. O -0.250
82. O -0.236
83. C -0.296
84. C -0.034
85. C -0.112
86. H 0.087
87. H 0.087
88. H 0.076
89. H 0.061
90. H 0.099
91. H 0.073
92. H 0.046
93. H 0.073